# 1
The following is a DFT calculation (ωB97M-V with the def2-TZVPD basis set) of C33H49BN12PRhS3 as an isolated structure.

Spin multiplicity ... 5
Net charge ... +2
HOMO-LUMO gap (alpha / beta) ... 8.158 / 5.578 eV

Cartesian coordinates (Å):
Rh (-0.00052, -0.28786, 0.23369)
S (-0.29109, -0.58723, -2.23881)
S (1.98100, 1.20446, 0.10103)
S (-1.69674, 1.52143, 0.46873)
P (-0.00832, -3.24328, 2.50770)
N (-0.51644, -0.47325, 2.51160)
N (1.57710, 3.75942, 1.05068)
N (-3.48649, 1.74492, -1.61325)
N (0.52496, 3.34912, -0.82280)
N (1.71966, -1.76765, 0.84205)
N (-1.22248, -2.28871, 0.15291)
N (-1.45188, 2.34186, -2.14882)
N (2.51800, -3.74262, 1.38448)
N (1.93678, 0.03615, -3.73531)
N (-0.23794, -1.30372, 4.52758)
N (-2.30234, -3.97469, 1.05977)
N (0.97843, 1.78243, -2.83166)
C (3.96396, 3.47954, 1.59206)
C (3.40190, -1.29347, -5.21715)
C (-2.23660, 2.46503, -3.27478)
C (0.86252, 4.89494, 0.71056)
C (2.68102, 1.15156, -4.07975)
C (-4.90090, 2.51763, 0.24989)
C (-0.50035, 0.02954, 4.68025)
C (0.01066, -2.25160, 5.61324)
C (-4.73626, 1.44124, -0.82454)
C (0.95180, -1.72583, -5.14669)
C (-4.66518, 0.04004, -0.21979)
C (1.36073, 2.82462, 0.09038)
C (-3.48999, 2.10408, -2.95070)
C (2.17322, -1.33835, -4.31126)
C (2.19345, 2.60768, 3.17954)
C (-0.66855, 0.53418, 3.42403)
C (2.95319, -1.91306, 0.26952)
C (2.57142, 3.70354, 2.18441)
C (-2.30549, -2.58462, -0.62811)
C (2.63322, -5.07626, 1.97358)
C (-0.24666, -1.57401, 3.19737)
C (2.55450, 5.03838, 2.92606)
C (0.88918, 0.44715, -2.97463)
C (2.09130, 2.22005, -3.51613)
C (0.21473, 4.63485, -0.43859)
C (-2.98250, -3.63243, -0.07604)
C (2.44572, -2.34993, -3.19926)
C (-2.66800, -5.05280, 1.97789)
C (-2.22511, 1.90719, -1.13797)
C (-1.24351, -3.13309, 1.17336)
C (1.47008, -2.88797, 1.50359)
C (-5.93978, 1.48732, -1.76351)
C (3.46046, -3.13487, 0.60220)
B (0.02140, 2.82681, -2.19661)
H (2.97503, 2.54613, 3.93782)
H (0.03282, 3.77598, -2.93276)
H (1.56645, 5.26461, 3.33128)
H (0.07155, -1.87517, -4.52221)
H (0.20809, -1.69569, 6.52437)
H (-0.55043, 0.50108, 5.64797)
H (-3.77977, -0.10565, 0.39433)
H (0.73469, -0.95145, -5.88527)
H (3.58085, -2.30188, -5.58717)
H (-2.51904, -2.04429, -1.53627)
H (1.71910, -5.64072, 1.81319)
H (4.17962, 4.23280, 0.83160)
H (3.24458, 4.96305, 3.76501)
H (3.56539, 1.10197, -4.68522)
H (2.52731, -3.34102, -3.64743)
H (0.87716, -2.86648, 5.38708)
H (-1.83719, 2.80743, -4.21448)
H (-5.86534, 2.39297, 0.74362)
H (4.39643, -3.60745, 0.35328)
H (-3.68255, -5.36990, 1.75805)
H (2.09740, 1.63155, 2.71024)
H (3.45351, -5.60067, 1.49366)
H (3.40176, -1.13386, -0.32547)
H (4.71209, 3.56777, 2.38067)
H (1.65306, -2.37618, -2.45561)
H (1.25398, 2.85511, 3.67826)
H (2.36657, 3.26075, -3.55346)
H (-2.00027, -5.90425, 1.86175)
H (-3.87042, -4.15252, -0.39608)
H (1.15609, -2.65591, -5.67837)
H (2.88997, 5.86461, 2.29728)
H (-4.11902, 2.45154, 1.00579)
H (4.29490, -0.97844, -4.67407)
H (-5.54449, -0.10966, 0.40802)
H (3.39136, -2.12228, -2.70260)
H (-4.67769, -0.71495, -1.00875)
H (-2.62825, -4.70384, 3.00585)
H (-0.43718, 5.26332, -1.02188)
H (-0.85338, -2.89374, 5.77296)
H (4.05444, 2.49019, 1.14463)
H (3.25327, -0.64659, -6.08323)
H (-6.10293, 2.48365, -2.17734)
H (-0.90424, 1.54325, 3.12627)
H (-4.36923, 2.06884, -3.56436)
H (0.86277, 5.78758, 1.30579)
H (2.83305, -5.01264, 3.04147)
H (-5.84807, 0.76409, -2.57601)
H (-4.87444, 3.51194, -0.20057)
H (-6.82423, 1.22266, -1.18602)

# 2
The following is a DFT calculation (ωB97M-V with the def2-TZVPD basis set) of C33H49BrCaNP3 as an isolated structure.

Net charge ... +2
HOMO-LUMO gap (alpha / beta) ... 5.439 / 3.047 eV

Cartesian coordinates (Å):
Br (0.07581, -2.22192, 2.15578)
Ca (-0.44610, -0.37764, 0.34318)
P (-2.67027, -3.54629, -4.30865)
P (-2.49315, 0.88776, 1.86193)
P (1.94331, -0.91222, -1.09446)
N (-1.06948, 7.93689, -8.59443)
C (2.29587, -2.55430, -0.33858)
C (-1.36068, 2.24473, -3.46535)
C (4.77701, -0.53615, -0.76795)
C (-0.09078, 1.30991, -1.62314)
C (1.83693, -1.21454, -2.89446)
C (0.66823, 0.84604, 4.62101)
C (-4.53569, -3.72932, -2.21125)
C (-0.63862, 7.43525, -6.30602)
C (-1.06512, -0.67538, 5.33479)
C (-0.58527, 4.27791, -4.62601)
C (-0.25283, -5.02110, -4.34986)
C (-3.13420, -1.79329, -6.47100)
C (3.40650, 0.12641, -0.75054)
C (-1.18616, 1.26143, -2.46246)
C (0.77239, 2.40042, -1.66128)
C (-0.82122, -3.61020, -4.19684)
C (-2.87872, -1.82810, -4.96482)
C (3.25127, -3.53992, -0.98571)
C (-0.69342, 5.10290, -5.52373)
C (-1.12703, 5.66525, -7.87994)
C (-0.81973, 6.07167, -6.57419)
C (0.62406, 3.37920, -2.67161)
C (-0.77572, 8.34139, -7.36189)
C (0.18018, -0.07934, 5.55031)
C (-0.08565, 1.21986, 3.50524)
C (2.89574, -0.55647, -3.77062)
C (-1.38228, 0.69007, 3.33924)
C (-2.19108, 2.40463, 0.85977)
C (-3.94412, 1.50464, 2.80414)
C (-1.24395, 6.64707, -8.86838)
C (-3.12864, -3.22738, -2.54518)
C (-1.83053, -0.31959, 4.22759)
C (-0.43774, 3.29860, -3.58312)
H (0.32826, 1.90929, 2.75984)
H (1.79679, -2.29665, -3.08013)
H (-0.76525, -5.58074, -5.14050)
H (-0.34472, -5.59157, -3.41902)
H (3.39252, 0.96820, -1.45549)
H (-0.51937, -3.17561, -3.23403)
H (0.84505, -0.81716, -3.17231)
H (1.31388, 4.22482, -2.76659)
H (0.81030, -4.97114, -4.60710)
H (-2.19753, 2.21847, -4.16914)
H (5.02282, -1.02596, -1.71743)
H (-1.27292, 4.61817, -8.12305)
H (2.60563, -2.36256, 0.69799)
H (-3.73371, -1.39984, -4.42666)
H (2.82782, -4.03048, -1.87045)
H (3.44209, -4.34142, -0.26082)
H (-1.43097, -1.45693, 6.00705)
H (-0.64158, 9.40883, -7.18493)
H (-4.75637, -4.67120, -2.72501)
H (-2.20200, -1.87666, -7.03999)
H (3.90418, -0.96670, -3.62382)
H (-2.78985, 2.27943, -0.06283)
H (-0.43670, -2.96098, -4.99420)
H (-1.98499, -1.24424, -4.70901)
H (1.31134, -3.03898, -0.24007)
H (-4.61942, -3.90240, -1.13556)
H (5.53258, 0.24303, -0.61458)
H (-0.39859, 7.78467, -5.30749)
H (-2.37961, -3.74871, -1.93739)
H (4.22954, -3.12403, -1.25117)
H (-1.48366, 6.36280, -9.89327)
H (-3.05252, -2.15209, -2.33639)
H (2.62549, -0.73694, -4.81936)
H (-5.30138, -3.00158, -2.49481)
H (-4.25216, 0.79187, 3.58403)
H (-3.59266, 2.42715, 3.28564)
H (-1.14395, 2.58191, 0.57742)
H (-3.79958, -2.60372, -6.78766)
H (-2.56406, 3.27140, 1.42384)
H (1.66633, 1.26112, 4.76074)
H (2.91656, 0.53420, -3.62084)
H (3.23184, 0.55537, 0.25024)
H (-3.60419, -0.84243, -6.73736)
H (-1.96700, 0.48589, -2.39698)
H (4.90742, -1.25808, 0.04852)
H (-4.79435, 1.71489, 2.15589)
H (0.77850, -0.36951, 6.41704)
H (-2.74243, -0.87902, 4.00610)
H (1.58266, 2.54500, -0.94371)

# 3
The following is a DFT calculation (ωB97M-V with the def2-TZVPD basis set) of C33H49Cl2F3GeN7O5SSi3Sr as an isolated structure.

Spin multiplicity ... 2
Net charge ... -2
HOMO-LUMO gap (alpha / beta) ... 5.665 / 5.373 eV

Cartesian coordinates (Å):
Sr (1.00979, -0.63079, -1.83711)
Ge (-1.47723, -0.80922, 0.76077)
Cl (3.65107, 6.00488, 1.21562)
Cl (2.65789, 3.24448, 1.17203)
S (-0.17992, 5.70294, -1.24866)
Si (-3.02276, 0.59883, -0.37947)
Si (-0.26591, 0.17479, 2.55417)
Si (-1.88099, -3.14969, 0.88908)
F (4.95650, -8.64699, 3.18060)
F (3.45036, -8.15213, 4.64202)
F (2.95162, -9.42427, 2.96200)
O (-1.27086, -1.27322, -2.52173)
O (-2.44578, -3.48778, -6.56725)
O (0.29586, -2.45179, -6.82434)
O (-3.42355, -2.78413, -3.86658)
O (0.98444, -1.13952, -4.23133)
N (2.66404, 3.83352, -3.24495)
N (5.29661, 1.48188, -0.44203)
N (-2.64122, 5.59034, -0.27074)
N (3.30157, 0.26399, -0.88090)
N (1.52828, 1.90521, -2.46007)
N (3.77574, 2.28764, -1.94658)
N (-0.86319, 5.37684, 1.30166)
C (1.57375, -0.17787, 2.38301)
C (-3.51993, 5.47290, 0.71059)
C (-0.82201, -0.50053, 4.22849)
C (3.26752, -7.11878, 2.52052)
C (3.37037, -4.73833, 2.22139)
C (2.23861, -6.10558, 0.60118)
C (-4.96987, 5.49168, 0.31405)
C (-1.58274, -4.01372, -0.73665)
C (2.56073, 2.64587, -2.53086)
C (2.64479, -4.83240, 1.02300)
C (-3.13193, 5.31591, 2.03843)
C (-1.31829, 5.54507, 0.02898)
C (-3.94634, 1.61408, 0.91964)
C (-1.83114, -2.87926, -5.71619)
C (1.58301, 4.12090, -4.17770)
C (-0.80245, -3.89880, 2.23689)
C (4.05898, 1.26991, -1.05596)
C (2.54614, -7.23451, 1.33941)
C (2.20303, 4.95968, 1.17748)
C (-1.76677, 5.26923, 2.25970)
C (-1.24344, -1.77748, -3.69804)
C (-0.52126, 2.03730, 2.59990)
C (-2.09397, 1.78112, -1.49900)
C (-3.68238, -3.40756, 1.39338)
C (-0.42135, -2.34683, -5.84241)
C (-4.27729, -0.41729, -1.31978)
C (3.67836, -5.86375, 2.95894)
C (-2.32687, -2.51165, -4.34133)
C (-0.11097, -1.69909, -4.56014)
C (1.95739, -2.64937, -0.31755)
C (2.30406, -3.66695, 0.27699)
C (3.64457, -8.32386, 3.31415)
C (3.15555, 5.03095, -2.56537)
H (1.76602, -1.24759, 2.27346)
H (1.61409, 5.15363, 2.06313)
H (-1.30560, 2.32100, -0.96591)
H (1.62475, 5.18017, 0.28337)
H (-3.27494, 2.28160, 1.46328)
H (-1.65340, 1.21368, -2.32286)
H (-1.83681, -5.07510, -0.64433)
H (-4.35644, -3.01711, 0.62861)
H (1.32285, 3.21628, -4.72496)
H (2.21877, -8.20795, 0.99955)
H (-3.84898, 5.21507, 2.84166)
H (-5.12387, 6.21809, -0.48246)
H (1.94307, 4.86165, -4.89275)
H (-3.79821, -1.11032, -2.01470)
H (4.23294, -5.77137, 3.88473)
H (-0.89572, -4.98940, 2.23272)
H (3.67784, -3.75907, 2.56388)
H (5.50090, 0.78643, 0.25969)
H (-4.93297, 0.24633, -1.89291)
H (-0.53083, -3.93098, -1.01857)
H (-4.70460, 2.23368, 0.43053)
H (-5.61670, 5.72451, 1.16083)
H (1.96906, 0.31355, 1.49041)
H (-2.18672, -3.57384, -1.53303)
H (-0.64519, -1.57463, 4.30320)
H (0.19234, 2.49652, 3.29163)
H (4.56914, 2.81783, -2.26011)
H (-0.27028, -0.00775, 5.03567)
H (0.71837, 2.39871, -2.82559)
H (-1.88792, -0.32041, 4.38532)
H (1.66834, -6.18931, -0.31422)
H (3.62249, 5.69157, -3.29786)
H (-1.37890, 5.13273, 3.26784)
H (-3.89062, -4.47546, 1.51377)
H (-0.37948, 2.50754, 1.62429)
H (3.89057, 4.78275, -1.80434)
H (-4.90513, -0.98924, -0.63114)
H (-2.75935, 2.53892, -1.92133)
H (5.38719, 2.41677, -0.06557)
H (-3.90731, -2.90608, 2.33768)
H (-1.52912, 2.28251, 2.94276)
H (2.33413, 5.56649, -2.07409)
H (-1.09403, -3.53871, 3.22590)
H (-4.45134, 0.96650, 1.64078)
H (0.69294, 4.51889, -3.68125)
H (2.12190, 0.20376, 3.25089)
H (0.24639, -3.65005, 2.06599)
H (-5.25358, 4.51163, -0.07489)
H (3.63367, -0.37118, -0.16005)

In order of appearance, energy above the lowest of the compared OMol25 structures with the same formula, charge and spin = 0.0 155.4 33.1 kJ/mol.
In order of appearance, E = -98369.0365 -152836.0456 -180709.0614 eV.